Entry 1:
# C5H5FO5S

A gas-phase ion, C5H5FO5S (charge -2) in a non-equilibrium geometry (ωB97M-V with the def2-TZVPD basis set, the OMol25 dataset).

The energy comes out at -1067.80050 Eh. For the energy above the lowest of the compared OMol25 structures with the same formula, charge and spin, the calculation gives 0.0 kcal/mol. The LUMO energy comes out at 6.0898 eV. As for the orbital gap: 7.703 eV. As for the structure (SMILES): C/C(CS(=O)(=O)[O-])=C(/F)C(=O)[O-]. The charge is -2.

Last column: Löwdin charge in e.
Element x y z (Å)
C (0.211, -1.381, 0.358)  -0.054
C (0.430, 0.085, -0.059)  -0.248
C (-0.829, 0.931, -0.233)  -0.143
S (-2.703, 0.183, -0.018)  0.429
O (-2.984, -0.943, -0.921)  -0.421
O (-3.433, 1.441, -0.395)  -0.464
O (-2.841, -0.154, 1.387)  -0.411
C (1.649, 0.604, -0.233)  -0.118
F (1.718, 1.949, -0.685)  -0.040
C (3.102, -0.038, -0.022)  -0.735
O (3.495, 0.037, 1.161)  -0.082
O (3.603, -0.616, -0.961)  -0.039
H (0.195, -1.469, 1.450)  0.073
H (0.990, -2.089, 0.179)  0.053
H (-0.814, -1.689, -0.012)  0.065
H (-0.916, 1.329, -1.287)  0.094
H (-0.874, 1.819, 0.291)  0.041


Entry 2:
# C23H27N3O4S

C23H27N3O4S in the gas phase in a non-equilibrium geometry (ωB97M-V with the def2-TZVPD basis set, the OMol25 dataset).

The energy comes out at -1756.09907 Eh. For the energy above the lowest of the compared OMol25 structures with the same formula, charge and spin, the calculation gives 26.4 kcal/mol. The LUMO energy comes out at 0.5680 eV. As for the orbital gap: 9.311 eV. As for the structure (SMILES): CCN(CC)C(=O)Cn1cc(S(=O)(=O)CC(=O)NCc2ccccc2)c2ccccc21. The charge is 0.

Last column: Löwdin charge in e.
Element x y z (Å)
C (-0.491, 0.600, 1.593)  -0.049
C (0.878, 0.295, 2.194)  -0.179
N (1.304, -1.055, 1.889)  -0.054
C (0.755, -2.108, 2.728)  -0.204
C (1.615, -2.333, 3.969)  -0.060
C (2.096, -1.420, 0.865)  -0.440
O (2.329, -2.583, 0.595)  0.055
C (2.813, -0.313, 0.068)  -0.019
N (1.964, 0.597, -0.652)  -0.032
C (1.034, 0.221, -1.569)  -0.007
C (0.489, 1.325, -2.165)  -0.217
S (-0.741, 1.367, -3.421)  0.708
O (-0.282, 2.162, -4.525)  -0.290
O (-1.168, 0.016, -3.706)  -0.327
C (-2.168, 2.233, -2.671)  -0.107
C (-2.585, 1.506, -1.413)  -0.536
O (-2.514, 2.016, -0.312)  0.063
N (-3.049, 0.265, -1.646)  0.071
C (-3.446, -0.620, -0.577)  -0.117
C (-2.515, -1.785, -0.332)  -0.205
C (-1.537, -2.167, -1.240)  -0.041
C (-0.728, -3.261, -0.975)  -0.075
C (-0.894, -3.991, 0.187)  -0.099
C (-1.873, -3.619, 1.094)  -0.096
C (-2.673, -2.521, 0.838)  -0.055
C (1.123, 2.466, -1.600)  -0.139
C (1.016, 3.837, -1.822)  -0.013
C (1.811, 4.682, -1.081)  -0.079
C (2.709, 4.186, -0.132)  -0.082
C (2.845, 2.833, 0.094)  -0.016
C (2.046, 1.969, -0.647)  -0.167
H (-1.261, -0.019, 2.046)  0.070
H (-0.491, 0.405, 0.525)  0.056
H (-0.753, 1.642, 1.746)  0.082
H (0.832, 0.392, 3.283)  0.122
H (1.610, 1.013, 1.829)  0.098
H (0.727, -3.021, 2.132)  0.099
H (-0.264, -1.839, 3.009)  0.114
H (2.617, -2.632, 3.674)  0.078
H (1.182, -3.121, 4.578)  0.074
H (1.682, -1.428, 4.569)  0.067
H (3.448, 0.256, 0.751)  0.129
H (3.463, -0.845, -0.638)  0.143
H (0.821, -0.815, -1.745)  0.133
H (-2.945, 2.226, -3.431)  0.119
H (-1.861, 3.249, -2.444)  0.104
H (-2.904, -0.132, -2.564)  0.118
H (-4.447, -1.011, -0.800)  0.135
H (-3.511, -0.004, 0.325)  0.125
H (-1.401, -1.620, -2.161)  0.080
H (0.034, -3.548, -1.684)  0.110
H (-0.263, -4.845, 0.384)  0.108
H (-2.012, -4.185, 2.004)  0.106
H (-3.436, -2.232, 1.547)  0.116
H (0.345, 4.216, -2.576)  0.109
H (1.749, 5.748, -1.234)  0.103
H (3.317, 4.879, 0.429)  0.103
H (3.560, 2.470, 0.818)  0.106


Entry 3:
# C33H44N5O5PdSSe

A molecular structure, C33H44N5O5PdSSe (ωB97M-V with the def2-TZVPD basis set, the OMol25 dataset).

The energy comes out at -4861.49407 Eh. The LUMO energy comes out at 2.4874 eV. As for the orbital gap: 5.967 eV. The charge is -1.

Last column: Löwdin charge in e.
Element x y z (Å)
Pd (0.496, 0.608, 0.429)  0.534
N (2.650, 0.220, -0.031)  -0.042
N (3.262, 0.055, 1.237)  -0.029
C (2.871, 1.033, 2.224)  -0.756
O (3.674, 1.202, 3.145)  -0.026
O (1.747, 1.581, 2.034)  -0.140
H (2.669, -0.659, -0.533)  0.068
H (3.064, 0.982, -0.558)  0.089
H (4.271, -0.011, 1.206)  0.117
C (-1.149, 2.041, -5.649)  -0.114
C (-1.741, 2.039, -4.245)  -0.253
C (-0.742, 2.466, -3.173)  -0.204
C (0.244, 1.373, -2.764)  -0.162
N (-0.380, 0.156, -2.283)  -0.051
C (-0.801, -0.029, -0.935)  -0.727
Se (-1.787, 1.330, 0.126)  0.534
N (-1.243, -1.381, -0.926)  -0.049
C (-1.898, -2.041, 0.182)  -0.184
C (-3.297, -2.551, -0.168)  -0.187
C (-4.357, -1.454, -0.229)  -0.269
C (-4.732, -0.906, 1.143)  -0.129
C (-0.964, -2.000, -2.117)  -0.168
C (-1.068, -3.320, -2.510)  -0.035
C (-0.665, -3.656, -3.810)  -0.124
C (-0.171, -2.693, -4.671)  -0.125
C (-0.045, -1.357, -4.266)  -0.028
C (-0.437, -1.023, -2.984)  -0.167
H (-1.873, 1.713, -6.398)  0.066
H (-0.286, 1.377, -5.724)  0.050
H (-0.810, 3.042, -5.926)  0.069
H (-2.122, 1.043, -4.000)  0.103
H (-2.608, 2.704, -4.219)  0.102
H (-1.267, 2.789, -2.272)  0.047
H (-0.149, 3.315, -3.531)  0.109
H (0.895, 1.751, -1.975)  0.081
H (0.889, 1.099, -3.604)  0.119
H (-1.965, -1.302, 0.980)  0.062
H (-1.257, -2.854, 0.538)  0.104
H (-3.587, -3.295, 0.583)  0.111
H (-3.261, -3.074, -1.125)  0.090
H (-5.250, -1.847, -0.724)  0.098
H (-3.983, -0.639, -0.858)  0.086
H (-4.904, -1.719, 1.856)  0.068
H (-5.646, -0.310, 1.097)  0.065
H (-3.942, -0.265, 1.536)  0.020
H (-1.436, -4.076, -1.829)  0.097
H (-0.742, -4.685, -4.140)  0.087
H (0.134, -2.972, -5.672)  0.088
H (0.360, -0.615, -4.940)  0.084
O (2.309, 4.472, -2.206)  0.084
C (1.817, 4.365, -1.108)  -0.520
O (1.913, 3.274, -0.372)  0.066
C (0.994, 5.472, -0.450)  -0.235
N (0.501, 5.056, 0.865)  -0.017
C (0.944, 6.018, 1.879)  -0.191
C (1.255, 7.294, 1.098)  -0.180
C (1.833, 6.741, -0.203)  -0.128
H (0.169, 5.681, -1.136)  0.156
H (1.447, 3.425, 0.486)  0.086
H (-0.492, 4.885, 0.878)  0.118
H (1.844, 5.643, 2.374)  0.118
H (0.180, 6.141, 2.646)  0.114
H (1.943, 7.961, 1.620)  0.104
H (0.332, 7.845, 0.898)  0.108
H (2.883, 6.471, -0.069)  0.123
H (1.777, 7.432, -1.042)  0.113
O (1.419, -2.382, 0.432)  -0.523
S (2.104, -2.884, 1.656)  1.010
C (1.271, -4.440, 2.018)  -0.350
C (0.576, -5.029, 0.972)  -0.082
C (-0.048, -6.254, 1.178)  -0.079
C (0.028, -6.881, 2.411)  -0.097
C (0.733, -6.284, 3.451)  -0.087
C (1.357, -5.062, 3.257)  -0.077
C (1.539, -1.952, 3.068)  -0.396
C (0.356, -1.237, 3.005)  -0.077
C (-0.035, -0.494, 4.108)  -0.057
C (0.750, -0.475, 5.251)  -0.074
C (1.948, -1.176, 5.292)  -0.079
C (2.355, -1.909, 4.188)  -0.106
H (0.516, -4.513, 0.023)  0.093
H (-0.600, -6.715, 0.368)  0.102
H (-0.465, -7.832, 2.570)  0.097
H (0.788, -6.765, 4.419)  0.100
H (1.889, -4.589, 4.072)  0.100
H (-0.210, -1.199, 2.083)  0.062
H (-0.935, 0.104, 4.046)  0.111
H (0.450, 0.125, 6.101)  0.100
H (2.587, -1.114, 6.163)  0.102
H (3.318, -2.406, 4.182)  0.111


> Which of these has the lowest energy?

C33H44N5O5PdSSe